(a)
A 16-piece molecular cluster, H32O16 overall, computed with ωB97M-V/def2-TZVPD.

Last columns: bonded neighbours and bond lengths (Å).
Geometry (Å):
1 O 0.90 -4.84 3.23  H2 0.975, H3 0.965
2 H -0.06 -4.89 3.41  O1 0.975
3 H 1.06 -3.91 3.44  O1 0.965
4 O -0.72 0.20 -2.91  H5 0.952, H6 0.956
5 H -0.46 0.17 -3.83  O4 0.952
6 H -0.08 0.63 -2.34  O4 0.956
7 O 1.18 0.30 -5.35  H8 0.958, H9 0.958
8 H 1.91 0.92 -5.29  O7 0.958
9 H 1.40 -0.54 -4.96  O7 0.958
10 O -4.12 -2.99 2.63  H11 0.977, H12 0.964
11 H -3.80 -2.90 1.72  O10 0.977
12 H -4.72 -2.24 2.61  O10 0.964
13 O 2.20 2.32 3.28  H14 0.970, H15 0.965
14 H 2.85 2.89 3.71  O13 0.970
15 H 1.45 2.91 3.12  O13 0.965
16 O -1.99 1.07 2.01  H17 0.974, H18 0.973
17 H -2.56 0.43 1.56  O16 0.974
18 H -1.26 0.45 2.18  O16 0.973
19 O 5.82 -0.99 -0.03  H20 0.968, H21 0.960
20 H 5.99 -0.07 0.22  O19 0.968
21 H 5.21 -1.06 -0.76  O19 0.960
22 O 0.93 3.49 -4.07  H23 0.953, H24 0.959
23 H 0.78 3.87 -3.21  O22 0.953
24 H 0.61 3.83 -4.91  O22 0.959
25 O -0.59 -2.56 4.73  H26 0.971, H27 0.959
26 H 0.21 -2.06 4.95  O25 0.971
27 H -0.93 -3.22 5.35  O25 0.959
28 O -4.18 3.63 0.59  H29 0.974, H30 0.963
29 H -3.89 3.85 -0.31  O28 0.974
30 H -4.45 2.70 0.66  O28 0.963
31 O 0.69 0.81 0.18  H32 0.975, H33 0.966
32 H 1.36 1.11 0.82  O31 0.975
33 H -0.22 1.10 0.29  O31 0.966
34 O -2.29 -4.93 -1.30  H35 0.959, H36 0.990
35 H -3.16 -5.01 -0.92  O34 0.959
36 H -1.92 -4.04 -1.05  O34 0.990
37 O 1.47 2.41 -1.64  H38 0.952, H39 0.977
38 H 1.63 1.59 -1.17  O37 0.952
39 H 1.06 2.96 -0.96  O37 0.977
40 O -1.80 -1.39 -1.07  H41 0.959, H42 0.959
41 H -0.90 -1.06 -1.12  O40 0.959
42 H -1.92 -1.98 -1.81  O40 0.959
43 O -2.07 2.55 -2.90  H44 0.963, H45 0.944
44 H -2.80 2.07 -2.50  O43 0.963
45 H -1.28 2.04 -2.78  O43 0.944
46 O 4.75 0.35 2.12  H47 0.961, H48 0.977
47 H 4.94 -0.58 2.27  O46 0.961
48 H 3.80 0.60 2.15  O46 0.977

Gap between HOMO and LUMO: 10.54 eV
Charge: 0
LUMO: -0.45 eV
Spin multiplicity: 1

***

(b)
A 16-piece molecular cluster, H32O16 overall, computed with ωB97M-V/def2-TZVPD.

Last columns: bonded neighbours and bond lengths (Å).
Geometry (Å):
1 O -0.53 0.84 -2.98  H2 0.982, H3 0.953
2 H -1.30 0.28 -2.74  O1 0.982
3 H -0.78 1.61 -2.49  O1 0.953
4 O -2.41 0.70 -0.42  H5 0.956, H6 0.973
5 H -3.17 0.88 -0.98  O4 0.956
6 H -2.82 0.32 0.37  O4 0.973
7 O -2.55 -0.93 -2.50  H8 0.966, H9 0.934
8 H -1.98 -1.60 -2.88  O7 0.966
9 H -2.45 -1.16 -1.59  O7 0.934
10 O 1.48 -2.22 2.26  H11 0.961, H12 0.959
11 H 2.00 -2.23 3.07  O10 0.961
12 H 0.98 -1.41 2.22  O10 0.959
13 O 0.34 -3.23 -0.16  H14 0.989, H15 0.954
14 H 0.96 -3.86 -0.60  O13 0.989
15 H 0.84 -2.43 0.03  O13 0.954
16 O 0.25 -0.05 -0.07  H17 0.977, H18 0.930
17 H -0.60 0.31 -0.39  O16 0.977
18 H 0.76 0.05 -0.84  O16 0.930
19 O 0.24 2.51 0.80  H20 0.919, H21 0.954
20 H -0.56 2.48 1.25  O19 0.919
21 H 0.35 1.57 0.87  O19 0.954
22 O 0.40 -1.63 -2.70  H23 0.967, H24 1.008
23 H 1.23 -1.74 -2.21  O22 0.967
24 H 0.36 -0.67 -3.00  O22 1.008
25 O -1.41 3.13 -1.88  H26 0.948, H27 0.961
26 H -1.78 2.86 -1.05  O25 0.948
27 H -0.52 3.46 -1.70  O25 0.961
28 O -2.07 -2.15 -0.17  H29 1.014, H30 0.914
29 H -1.32 -2.70 -0.58  O28 1.014
30 H -2.60 -2.80 0.18  O28 0.914
31 O -2.18 2.19 2.24  H32 0.959, H33 0.940
32 H -2.37 1.98 3.15  O31 0.959
33 H -1.92 1.37 1.86  O31 0.940
34 O 3.33 2.80 -0.66  H35 0.943, H36 0.973
35 H 2.92 2.02 -1.01  O34 0.943
36 H 3.42 2.62 0.29  O34 0.973
37 O 0.74 0.55 3.12  H38 0.938, H39 0.979
38 H 0.97 -0.07 3.78  O37 0.938
39 H -0.08 0.10 2.85  O37 0.979
40 O 2.64 0.54 -1.86  H41 0.952, H42 0.963
41 H 2.79 0.07 -1.05  O40 0.952
42 H 3.21 0.09 -2.49  O40 0.963
43 O 2.99 0.15 0.84  H44 0.946, H45 0.949
44 H 3.42 0.23 1.68  O43 0.946
45 H 2.68 -0.72 1.03  O43 0.949
46 O -1.34 -1.01 2.41  H47 0.945, H48 1.004
47 H -1.61 -1.62 3.09  O46 0.945
48 H -0.98 -1.50 1.61  O46 1.004

Gap between HOMO and LUMO: 9.47 eV
Charge: 0
LUMO: -0.44 eV
Spin multiplicity: 1

***

Pick the least stable structure from those above. Pick: (a)